Entry 1:
# C50H114BrN6O

A cluster of 7 separate species, C50H114BrN6O in total at a distorted geometry (ωB97M-V with the def2-TZVPD basis set, the Open Molecules 2025 dataset).

```
172
Properties=species:S:1:pos:R:3:forces:R:3:lowdin_charge:R:1
C 8.66243 1.63223 -1.20787 0.292 0.105 -0.533 -0.105
C 8.84551 1.54981 -2.72537 -0.317 -0.878 -0.364 -0.257
C 9.32951 2.83409 -3.42175 0.546 -0.292 0.954 -0.168
C 10.65849 3.40823 -2.81309 -1.224 0.409 -0.907 -0.081
N 10.69948 4.90395 -3.05695 1.124 0.517 -0.555 -0.253
C 9.63715 5.68947 -2.30917 -0.281 -0.285 0.594 -0.093
C 10.34213 6.67759 -1.38703 -0.034 0.904 -0.164 -0.132
C 11.77855 6.84068 -1.89970 0.053 -1.056 0.170 -0.116
C 12.05480 5.50152 -2.59068 0.409 -0.307 -0.292 -0.076
C 10.64019 5.19629 -4.53121 -0.747 0.834 -0.361 0.008
H 8.04349 2.50862 -1.00429 0.047 -0.030 0.415 0.070
H 9.62244 1.69823 -0.69656 -0.076 0.247 0.111 0.073
H 8.19168 0.73452 -0.80725 -0.160 0.048 -0.099 0.068
H 7.89212 1.23891 -3.16833 -0.194 0.525 -0.040 0.098
H 9.42898 0.66848 -3.00748 0.618 0.296 0.214 0.113
H 8.53519 3.57689 -3.33788 0.015 0.099 0.090 0.105
H 9.46499 2.65008 -4.48533 0.075 -0.062 -0.006 0.114
H 11.51081 2.98764 -3.34216 0.143 -0.029 0.207 0.144
H 10.76608 3.28574 -1.73848 -0.094 -0.173 -0.023 0.127
H 8.95771 6.17708 -3.00395 0.206 -0.079 -0.222 0.136
H 9.05062 4.99121 -1.71484 -0.003 -0.111 -0.145 0.119
H 9.84535 7.64752 -1.40951 -0.148 -0.085 -0.011 0.126
H 10.30753 6.36560 -0.34494 0.154 -0.257 -0.075 0.123
H 11.94001 7.68578 -2.56358 -0.220 0.002 -0.043 0.126
H 12.45088 6.93430 -1.04955 0.133 0.191 -0.136 0.127
H 12.67660 5.54976 -3.48224 -0.025 0.303 0.028 0.128
H 12.57674 4.77489 -1.96817 -0.458 -0.020 0.361 0.136
H 10.62649 6.27939 -4.65968 0.311 0.022 0.186 0.122
H 9.70466 4.88546 -4.99028 -0.016 -0.399 0.289 0.102
H 11.48310 4.80160 -5.09168 0.048 -0.291 0.334 0.119
C -3.11876 -3.69893 3.56073 -1.193 1.246 0.054 -0.075
C -3.93024 -2.49972 3.00225 -0.716 0.833 0.028 -0.251
C -5.32912 -2.49733 3.65540 -0.038 1.214 0.104 -0.179
C -6.36939 -1.45267 3.24884 -1.597 -0.286 0.083 -0.097
N -7.69658 -1.61946 4.07308 1.197 0.298 0.320 -0.260
C -8.66629 -0.50559 3.76267 0.165 0.308 -0.524 -0.099
C -9.51514 -0.25691 5.01681 -0.475 0.234 -0.181 -0.116
C -8.80241 -1.03440 6.11112 -0.450 -1.322 1.340 -0.154
C -7.43889 -1.41198 5.58556 -0.325 -0.426 -0.502 -0.086
C -8.31794 -2.96746 3.83405 -0.099 0.105 0.369 0.032
H -3.76705 -4.54412 3.79483 0.140 -0.305 -0.675 0.078
H -2.87379 -3.34542 4.56292 0.862 -0.265 -0.098 0.081
H -2.27498 -3.91838 2.91564 0.209 -0.275 0.411 0.067
H -4.04110 -2.32706 1.92509 0.165 -0.876 -0.198 0.076
H -3.42717 -1.57121 3.29124 0.099 -0.046 0.172 0.091
H -5.15738 -2.21261 4.69648 -0.013 -1.083 0.289 0.122
H -5.79483 -3.46438 3.47384 0.201 -0.153 0.553 0.109
H -6.73105 -1.57753 2.22663 0.283 0.211 -0.174 0.131
H -6.16079 -0.40539 3.45635 0.656 -0.086 -0.212 0.118
H -9.15392 -0.74468 2.81906 -0.348 -0.050 0.199 0.141
H -8.07366 0.39169 3.57942 0.183 -0.135 -0.050 0.125
H -10.57540 -0.48263 4.90783 0.142 -0.572 -0.085 0.130
H -9.55568 0.81313 5.22170 0.398 0.004 0.055 0.125
H -9.25572 -1.98773 6.40494 -0.633 0.099 -0.634 0.124
H -8.79847 -0.59096 7.10768 0.428 0.657 -0.315 0.138
H -7.09373 -2.38670 5.91929 0.230 0.281 0.472 0.134
H -6.72625 -0.61236 5.78890 0.314 -0.156 -0.593 0.146
H -9.25298 -3.01106 4.38767 -0.021 -0.022 -0.083 0.119
H -7.66186 -3.75593 4.19345 -0.008 0.137 0.156 0.102
H -8.51047 -3.14926 2.77865 0.010 0.388 -0.065 0.117
C -4.52753 0.50185 0.62694 0.358 -0.361 0.159 -0.092
C -3.24154 1.27255 0.24299 -1.840 0.234 0.337 -0.216
C -3.11179 2.50568 1.15066 0.926 0.243 -0.688 -0.184
C -4.38130 3.28611 1.41946 0.037 0.444 0.623 -0.125
N -4.13481 4.57273 2.19280 -0.279 -0.222 0.432 -0.251
C -5.45228 5.27205 2.53845 -0.586 0.937 -0.498 -0.086
C -5.34254 6.66592 1.89070 -1.143 0.386 0.659 -0.149
C -3.87077 6.96298 1.90587 1.040 0.223 -0.514 -0.137
C -3.35411 5.61556 1.39965 0.181 -0.072 -0.199 -0.089
C -3.39908 4.28465 3.48374 -0.577 -0.098 -0.631 0.036
H -4.73415 -0.29665 -0.08635 -0.028 -0.132 0.164 0.049
H -5.39157 1.16610 0.60488 0.043 0.055 -0.290 0.075
H -4.52826 0.09805 1.64342 0.300 -0.146 -0.046 0.054
H -3.44908 1.51785 -0.80208 0.513 0.519 -0.003 0.107
H -2.30443 0.71826 0.27800 -0.185 -0.287 0.114 0.082
H -2.35775 3.14187 0.67739 0.017 0.191 0.285 0.120
H -2.71245 2.19694 2.11774 0.128 -0.158 -0.120 0.099
H -4.99407 2.68492 2.09086 -0.342 0.142 -0.158 0.122
H -4.94532 3.58174 0.53562 0.017 -0.153 -0.082 0.148
H -5.59506 5.37596 3.61280 0.625 -0.157 0.083 0.133
H -6.36597 4.77575 2.21113 0.454 -0.554 -0.408 0.132
H -5.96664 7.34869 2.46958 0.237 0.135 0.070 0.133
H -5.77819 6.70905 0.89166 0.253 -0.303 -0.131 0.127
H -3.48588 7.35034 2.85128 -0.052 -0.768 0.346 0.132
H -3.50282 7.74695 1.24117 -0.498 -0.101 -0.396 0.136
H -2.28923 5.38197 1.39049 0.037 0.171 0.601 0.117
H -3.67949 5.51586 0.36167 -0.161 -0.032 0.014 0.138
H -4.00474 3.58442 4.05903 0.056 -0.097 -0.041 0.113
H -3.36723 5.21922 4.03449 0.550 -0.041 -0.019 0.119
H -2.44436 3.85600 3.19407 0.302 0.413 0.553 0.061
C -0.40878 -1.12236 3.88243 1.094 -0.263 -0.805 -0.098
C -0.58887 0.17298 3.05486 -0.104 -0.821 1.179 -0.245
C 0.71939 0.80222 2.52114 -1.054 -0.314 0.170 -0.187
C 1.51817 0.04242 1.43056 0.874 0.774 1.048 -0.103
N 2.19051 1.00550 0.46154 -0.092 -0.674 0.351 -0.248
C 3.23698 0.25791 -0.39428 -1.449 -0.603 0.506 -0.117
C 4.28494 1.26250 -0.69180 0.656 0.666 -0.741 -0.175
C 4.38776 2.13825 0.53776 -0.048 0.072 0.903 -0.122
C 2.99986 2.09766 1.20919 -0.611 0.973 -0.676 -0.078
C 1.10080 1.62880 -0.39360 1.711 0.595 0.316 0.036
H -1.21793 -1.46420 4.52506 -0.341 0.360 -0.257 0.059
H 0.46195 -1.04484 4.53664 -0.011 0.163 0.038 0.084
H -0.16734 -1.93012 3.18271 -0.074 -0.254 0.173 0.064
H -1.02360 0.87346 3.77201 0.052 0.435 -0.360 0.110
H -1.34463 -0.02179 2.28788 0.120 0.204 -0.253 0.077
H 1.36096 0.95229 3.38858 0.080 0.028 -0.050 0.119
H 0.39821 1.81199 2.24905 0.519 0.116 -0.364 0.025
H 0.99538 -0.74634 0.88868 -0.222 0.286 -0.216 0.128
H 2.38871 -0.40879 1.90863 -0.232 -0.353 0.133 0.130
H 2.66344 -0.16403 -1.22283 0.277 0.182 -0.254 0.118
H 3.61139 -0.59408 0.17633 -0.028 0.222 0.313 0.131
H 3.98236 1.86027 -1.55478 0.097 0.025 -0.009 0.123
H 5.27956 0.86503 -0.89354 -0.224 -0.373 -0.267 0.116
H 4.78443 3.11306 0.25968 -0.589 0.267 0.141 0.128
H 5.12795 1.77333 1.25173 -0.045 -0.337 -0.093 0.124
H 2.37576 2.98950 1.10423 0.381 0.276 -0.061 0.046
H 2.99484 1.97999 2.29065 0.153 -0.623 -0.128 0.122
H 0.56341 2.33545 0.23749 -0.446 -0.404 0.054 0.085
H 0.54882 0.82163 -0.86294 -0.275 0.177 -0.001 0.093
H 1.61906 2.27074 -1.10683 -0.158 -0.240 -0.341 0.115
C -2.09510 -0.63167 -2.83091 -0.274 0.528 0.922 -0.096
C -3.59439 -0.96030 -2.79063 0.592 -1.283 -0.779 -0.221
C -3.83933 -2.22644 -1.95247 -1.436 -0.086 -0.121 -0.199
C -3.28086 -3.58596 -2.37634 0.789 0.837 0.342 -0.108
N -3.82987 -4.78188 -1.64952 -0.044 -1.117 -0.045 -0.245
C -3.01844 -6.01499 -2.11533 -0.678 -0.454 -0.941 -0.069
C -3.91540 -6.80461 -3.10425 -0.549 -0.194 0.864 -0.127
C -5.17122 -5.95635 -3.34906 0.882 0.540 0.642 -0.122
C -5.24841 -5.17615 -2.06143 -0.406 -0.503 1.014 -0.106
C -3.80345 -4.62635 -0.15538 0.185 0.871 0.055 0.004
H -1.81315 -0.56471 -1.77247 0.257 0.643 -0.049 0.049
H -1.94612 0.30408 -3.36690 0.245 0.094 0.249 0.085
H -1.35827 -1.34644 -3.20359 -0.678 -0.402 -0.567 0.068
H -4.00601 -0.99727 -3.80073 -0.052 -0.333 0.010 0.122
H -4.19413 -0.21270 -2.27336 0.430 0.413 -0.072 0.092
H -4.92545 -2.34292 -1.86998 -0.059 0.105 0.116 0.115
H -3.48358 -1.92015 -0.96516 0.097 -0.574 0.185 0.093
H -2.21868 -3.54646 -2.12542 0.076 -0.409 -0.199 0.129
H -3.37142 -3.83701 -3.43209 -0.147 0.345 -0.069 0.147
H -2.86481 -6.63862 -1.24158 0.526 0.257 0.047 0.131
H -2.13290 -5.80559 -2.71103 0.348 0.794 0.921 0.125
H -4.15867 -7.68441 -2.50846 -0.417 -0.319 -0.660 0.124
H -3.45303 -7.10966 -4.03837 0.297 0.045 0.168 0.127
H -6.03970 -6.60438 -3.42013 -0.176 0.348 -0.580 0.140
H -5.00794 -5.24191 -4.15472 -0.455 -0.449 -0.478 0.121
H -5.53688 -5.89718 -1.29167 -0.029 0.112 0.113 0.140
H -5.94846 -4.34976 -1.95665 0.254 0.242 -0.371 0.139
H -4.11394 -5.48469 0.43701 0.141 -0.496 -0.699 0.119
H -4.51049 -3.84525 0.11984 0.143 0.190 -0.177 0.090
H -2.80086 -4.32912 0.14641 0.008 0.017 0.004 0.111
C 5.17452 -4.88228 -3.35011 0.149 -0.591 -0.440 0.023
N 3.79012 -4.26705 -3.30603 0.379 0.363 -0.743 -0.340
C 3.79043 -3.18301 -2.27822 -0.461 0.750 -0.354 -0.011
C 3.57560 -3.72379 -4.70586 0.288 1.063 0.333 0.020
C 2.67497 -5.25017 -3.00732 0.251 -0.327 0.646 -0.092
C 2.78704 -6.56332 -3.77670 -0.744 -0.484 -0.939 -0.229
O 3.89265 -7.37366 -3.45665 0.179 0.767 0.585 -0.038
H 5.24642 -5.45766 -4.27048 -0.184 -0.329 0.282 0.109
H 5.33216 -5.53642 -2.49796 -0.016 0.132 0.042 0.121
H 5.96207 -4.13980 -3.46667 -0.373 0.444 0.469 0.120
H 4.00994 -3.62896 -1.31327 0.050 0.128 0.027 0.118
H 2.85209 -2.62229 -2.27471 -0.439 -0.731 0.105 0.097
H 4.46276 -2.36408 -2.53589 0.682 -0.604 -0.080 0.109
H 2.60947 -3.23950 -4.84101 -0.216 -0.384 0.319 0.113
H 3.74398 -4.49454 -5.44912 -0.081 -0.049 0.115 0.110
H 4.30205 -2.92154 -4.83426 0.212 -0.214 -0.141 0.115
H 1.76370 -4.68881 -3.21893 -0.053 -0.317 -0.640 0.131
H 2.56437 -5.39701 -1.93074 0.820 -0.211 0.079 0.140
H 2.76043 -6.32946 -4.84545 0.194 0.048 -0.136 0.122
H 1.86715 -7.13662 -3.63385 -0.214 0.256 0.331 0.134
H 3.86147 -8.22093 -3.91665 -0.205 0.081 -0.024 0.125
Br 0.87380 4.61945 2.96675 -0.423 -0.633 -0.538 -0.530
```
Positions in Å, forces in eV/Å.

As for the HOMO-LUMO gap: 0.1925 hartree. The total energy comes out at -4949.50620 Ha. The value obtained for the HOMO energy is -14.8 eV. As for the net charge: +5.

Entry 2:
# C31H42As2CaClIN3OSi2

A structure of composition C31H42As2CaClIN3OSi2 at a distorted geometry (ωB97M-V with the def2-TZVPD basis set, the Open Molecules 2025 dataset).

```
84
Properties=species:S:1:pos:R:3:forces:R:3:lowdin_charge:R:1
Ca -0.14180 -0.04021 0.26140 1.216 -0.049 -1.168 1.072
Cl -5.74330 -4.38426 0.04069 -0.038 -0.019 0.024 0.643
C -4.17454 -3.64770 -0.18277 -0.007 -0.200 -0.213 -0.623
C -3.36174 -4.10095 -1.18671 -0.218 0.090 0.235 -0.192
C -2.10928 -3.51969 -1.38733 0.499 0.097 -0.199 -0.627
I -0.86224 -4.26378 -2.90576 -0.187 0.075 0.148 0.868
C -1.60663 -2.45642 -0.62728 -0.155 -0.433 -0.272 -0.490
O -0.47305 -1.89648 -0.82366 -0.425 -0.956 -0.271 -0.342
C -2.49103 -2.00844 0.43622 -0.320 -0.357 0.027 -0.164
N -2.02470 -0.99627 1.19519 -0.800 -0.450 0.379 0.011
C -2.74821 -0.53327 2.18633 0.096 0.056 -0.083 -0.119
C -4.00964 -1.05992 2.49940 -0.134 -0.114 -0.001 -0.039
C -4.51341 -2.08555 1.74388 0.051 0.055 0.003 -0.024
C -3.76083 -2.59951 0.66664 0.234 0.187 0.051 -0.177
H -3.69182 -4.90816 -1.82535 -0.014 -0.011 0.010 0.086
H -2.32004 0.29283 2.74579 -0.012 0.000 -0.004 0.118
H -4.57149 -0.65218 3.32886 0.005 0.011 -0.003 0.104
H -5.48345 -2.51454 1.95650 -0.008 0.026 0.018 0.085
C 1.52096 4.11613 -0.17880 -0.159 -0.142 0.017 -0.267
As 1.91635 2.19131 -0.23280 0.789 0.659 -0.198 1.171
C 3.34514 2.22653 1.11415 -0.069 -0.113 0.112 -0.287
C 3.11003 2.18106 -1.81999 -0.107 -0.118 0.038 -0.412
C 4.14491 3.10006 -1.96486 0.031 0.075 0.065 -0.120
C 5.02321 3.03569 -3.03534 0.008 -0.006 -0.001 -0.099
C 4.87303 2.03469 -3.98376 0.007 0.011 0.018 -0.101
C 3.83395 1.12421 -3.86315 0.011 -0.062 -0.078 -0.123
C 2.94250 1.18872 -2.79546 -0.070 -0.006 0.122 -0.430
As 1.36490 0.00591 -2.66035 0.308 0.168 -0.646 1.161
C 1.72498 -1.23353 -4.15537 -0.063 -0.037 0.257 -0.327
C 0.24010 1.24450 -3.70647 -0.113 -0.071 0.077 -0.294
H 2.42761 4.71977 -0.15464 0.059 -0.076 -0.017 0.015
H 0.93901 4.28829 0.72700 0.004 0.039 0.008 0.016
H 0.91682 4.40229 -1.03822 -0.010 -0.026 -0.007 0.012
H 3.91040 3.15805 1.08949 -0.035 0.027 -0.085 0.020
H 4.02396 1.38772 0.96451 -0.046 -0.019 -0.037 0.020
H 2.85920 2.11482 2.08323 0.019 0.035 0.008 0.004
H 4.27296 3.88310 -1.22509 0.013 -0.023 0.008 0.087
H 5.82554 3.75809 -3.12567 -0.006 0.004 0.004 0.096
H 5.56105 1.96726 -4.81795 -0.012 -0.012 -0.007 0.096
H 3.71964 0.35671 -4.61919 0.009 0.006 0.010 0.079
H 1.86673 -0.72626 -5.10917 0.010 0.097 0.051 0.017
H 0.85488 -1.88553 -4.22711 -0.011 0.005 0.014 -0.036
H 2.59046 -1.85751 -3.93279 0.014 0.032 0.013 0.024
H 0.79927 1.62833 -4.55883 0.059 -0.015 0.017 0.028
H -0.06335 2.07182 -3.06530 -0.025 0.017 -0.027 0.000
H -0.65405 0.73005 -4.05822 -0.007 -0.013 0.054 0.022
C -2.11470 3.75940 -1.68543 0.041 -0.187 0.210 -0.180
Si -2.50829 2.23086 -0.60283 -0.311 0.144 -0.516 0.351
C -4.28044 2.55483 0.02763 0.291 -0.038 0.207 -0.179
C -2.68578 0.73491 -1.76714 0.048 0.208 0.266 -0.163
N -1.28416 1.80753 0.47717 -0.727 0.960 0.212 -0.261
C -0.88659 2.46034 1.62884 -0.165 0.274 0.121 -0.392
C -1.38846 3.72230 1.98349 0.026 -0.064 -0.011 -0.085
C -0.99402 4.40871 3.12670 -0.004 0.063 0.056 -0.147
C -0.05300 3.83672 3.96204 0.015 0.036 0.043 -0.144
C 0.46405 2.58343 3.64814 0.015 -0.025 -0.094 -0.078
C 0.07166 1.84730 2.51972 0.033 0.169 0.152 -0.386
N 0.58993 0.59532 2.23034 0.192 0.215 1.298 -0.265
Si 1.29100 -0.59151 3.20263 0.343 -0.565 0.193 0.347
C 3.00265 -1.04582 2.48731 -0.260 0.029 0.164 -0.186
C 0.32547 -2.23225 3.07017 0.096 0.267 -0.085 -0.182
C 1.51517 -0.35040 5.08170 -0.087 0.267 -0.248 -0.194
H -2.68163 3.77418 -2.61991 -0.058 -0.031 0.026 0.020
H -1.05195 3.77409 -1.93743 -0.003 0.027 -0.039 -0.015
H -2.33165 4.68413 -1.14350 0.017 0.006 -0.013 0.017
H -4.99470 2.47698 -0.79659 0.047 -0.006 -0.052 0.021
H -4.39035 3.54845 0.46956 0.016 -0.017 0.009 0.013
H -4.56838 1.82222 0.78756 0.003 -0.014 -0.022 0.012
H -3.12775 1.00871 -2.72726 0.035 0.020 -0.030 0.032
H -3.32701 -0.02539 -1.31366 0.011 -0.019 -0.002 0.027
H -1.71322 0.27386 -1.96105 -0.055 -0.098 -0.149 -0.015
H -2.11627 4.17792 1.31761 0.006 0.005 0.020 0.079
H -1.41985 5.37905 3.35638 0.002 -0.001 -0.034 0.083
H 0.28417 4.35115 4.85497 -0.005 -0.003 -0.007 0.082
H 1.20234 2.13852 4.30563 0.013 0.013 -0.006 0.076
H 2.94556 -1.03418 1.39374 0.070 -0.028 -0.006 0.014
H 3.30550 -2.04964 2.79750 0.016 0.000 -0.006 0.018
H 3.78500 -0.34698 2.79154 -0.021 0.043 -0.035 0.011
H 0.21734 -2.53100 2.02178 -0.061 -0.078 0.026 0.014
H -0.67567 -2.15311 3.50029 -0.013 0.010 -0.035 0.017
H 0.85320 -3.03626 3.59048 0.051 0.019 -0.010 0.022
H 2.34735 0.31987 5.31361 -0.028 0.017 0.004 0.015
H 1.71038 -1.30591 5.57405 0.010 -0.052 -0.092 0.017
H 0.61193 0.07709 5.52564 0.014 -0.009 0.018 0.021
```
Positions in Å, forces in eV/Å.

As for the HOMO-LUMO gap: 0.2080 hartree. The total energy comes out at -7932.29436 Ha. The value obtained for the HOMO energy is -3.5 eV. As for the net charge: -1.